1.
Formula: C30H25Cl5N5O5RuS
Source: OMol25
Level of theory: the ωB97M-V functional and the def2-TZVPD basis

Values from the calculation:
charge = -2
spin multiplicity = 6
gap between HOMO and LUMO (alpha / beta) = 3.143 / 6.020 eV
energy relative to the best compared isomer or geometry (same formula, charge and spin) = 71.4 kJ/mol

```
72
Properties=species:S:1:pos:R:3:forces:R:3
Ru -1.92706 -0.15042 -0.94823 -0.4 0.0 0.1
Cl 3.97379 3.70536 1.89481 0.4 0.2 0.1
Cl -0.37784 3.06866 4.97368 0.0 0.0 -0.1
Cl -4.06946 2.22478 -7.23186 0.0 0.0 0.0
Cl 4.64031 -3.18508 4.64081 0.0 0.0 0.0
Cl -5.76250 3.23349 -2.21541 0.0 0.0 0.0
S 1.86803 -4.02876 3.95967 0.0 0.0 0.0
O -2.67926 0.77444 2.98743 0.0 0.0 0.1
O 4.70734 -0.64599 2.33606 -0.1 0.0 0.1
O -3.66669 1.22093 -1.45388 0.1 0.0 -0.1
O -3.38178 -2.66777 -0.44760 0.0 0.0 0.0
O -4.66233 -2.93708 1.31518 0.0 0.0 0.0
N -1.41310 1.94636 -0.18051 0.0 0.0 0.1
N -1.97900 -0.04572 -3.05826 0.1 -0.1 -0.1
N 0.74887 -0.37771 -0.84436 0.0 -0.1 0.0
N -2.26019 -0.34854 1.02055 -0.1 0.1 0.0
N 2.83963 0.05845 -0.26918 0.0 -0.1 0.1
C 1.59321 -0.91539 -1.78273 0.0 -0.1 0.1
C 2.01969 -2.88952 1.68024 0.0 0.0 0.0
C 1.70671 3.14346 3.26736 -0.1 0.2 0.3
C 2.73123 2.57369 2.47439 -0.3 -0.6 -0.6
C 3.03792 1.16145 2.61733 -0.1 0.4 0.4
C -3.92249 1.92286 -5.50400 0.0 0.0 0.0
C -3.68336 -2.42123 0.82709 0.0 0.0 0.0
C -1.22315 -0.82191 -3.89136 -0.1 0.0 0.0
C 1.09541 0.93462 4.09128 -0.3 0.3 0.1
C -2.24921 0.73926 1.84264 0.1 0.0 0.0
C -2.96093 1.00662 -5.04208 0.0 0.0 0.0
C 1.52845 0.19926 0.04906 0.0 0.1 0.0
C -2.11739 -2.19836 -0.99460 0.1 0.0 0.0
C -2.07397 0.25626 -5.87176 0.0 0.0 0.0
C -2.73853 -1.56564 1.65046 0.0 0.0 0.0
C 4.19936 0.60417 1.85588 0.2 -0.1 -0.2
C 3.32102 -3.22832 3.53820 0.0 0.1 0.0
C -3.76611 1.46901 -2.73386 0.0 0.0 0.0
C -4.68712 2.36835 -3.28744 0.0 0.0 0.0
C 2.19813 0.41116 3.40868 0.3 -0.2 -0.1
C 3.27895 -2.64745 2.30739 0.0 0.0 0.0
C 0.90553 2.34580 4.02509 0.2 -0.3 0.1
C -2.89334 0.81722 -3.64262 0.0 0.0 0.0
C 4.42237 -1.87657 1.70784 0.1 0.0 -0.1
C -4.76925 2.60025 -4.65321 0.0 0.0 0.0
C 1.17150 -3.62063 2.44851 0.0 0.0 0.0
C -1.23792 -0.69013 -5.25280 0.0 0.0 0.0
C 4.01346 0.68970 0.33491 -0.1 0.1 0.0
C -1.55258 1.97095 1.28137 0.0 0.0 0.0
C 2.88607 -0.65797 -1.44127 0.0 0.0 0.0
H -1.29991 -2.66748 -0.43114 0.0 0.0 0.0
H -3.26000 -1.33016 2.57476 0.0 0.0 0.0
H 4.25736 -1.76970 0.63269 0.0 0.0 0.1
H 2.39519 -0.65018 3.49932 0.0 0.0 0.0
H 4.88797 0.27121 -0.16781 0.0 0.0 0.0
H 1.76348 -2.52584 0.69548 0.0 0.1 -0.1
H 3.81894 -0.88639 -1.92767 0.0 0.0 0.0
H 0.16773 -3.93557 2.21720 0.0 0.0 0.0
H -0.56396 1.99123 1.74919 0.0 0.0 0.0
H 5.33198 -2.47066 1.83780 0.0 0.0 0.0
H -2.10222 0.37204 -6.94428 0.0 0.0 0.0
H -5.49364 3.30194 -5.04200 0.0 0.0 0.0
H -2.26240 2.30355 -0.61936 0.0 0.1 0.0
H -0.60307 -1.33665 -5.84712 0.0 0.0 0.0
H 1.20398 0.72972 0.92955 0.0 0.0 0.0
H 3.97646 1.75394 0.10200 0.0 0.0 0.0
H 1.56449 4.21655 3.26985 0.0 0.0 -0.1
H -2.09222 2.84836 1.64142 0.0 0.0 0.0
H -0.61612 2.48554 -0.49193 0.0 -0.1 0.0
H 1.22962 -1.43344 -2.65189 0.0 0.0 0.0
H 5.04741 1.28367 2.01012 -0.1 0.0 0.0
H -2.11511 -2.60499 -2.00526 0.0 0.0 0.0
H -1.88607 -2.20731 1.91613 0.0 0.0 0.0
H -0.61737 -1.57723 -3.40954 0.0 0.0 0.0
H 0.43508 0.31143 4.67363 0.0 0.0 0.0
```
Positions in Å, forces in eV/Å.

2.
Formula: C30H25ClI2N2OPPbS3
Source: OMol25
Level of theory: the ωB97M-V functional and the def2-TZVPD basis

Values from the calculation:
charge = +1
gap between HOMO and LUMO = 7.414 eV
energy relative to the best compared isomer or geometry (same formula, charge and spin) = 0.0 kJ/mol

```
66
Properties=species:S:1:pos:R:3:forces:R:3
Pb 0.13922 0.29317 0.36762 0.1 0.0 0.1
I -0.66550 1.90017 3.57455 0.1 0.0 -0.1
I 2.80397 1.13975 3.08366 0.0 0.0 0.0
Cl 2.75628 -1.35730 -0.80083 0.0 0.0 0.0
S -2.92955 -2.08677 1.27021 0.0 0.0 0.1
S -0.36718 -2.61252 2.49863 0.0 0.0 -0.1
S -2.09285 1.46393 -0.44996 0.0 0.0 0.0
P 1.58553 1.51839 -1.80456 -0.2 -0.1 0.0
O 1.02618 -2.26635 2.27073 0.0 0.0 0.0
N -1.03647 -0.72134 -1.45874 -0.1 -0.1 0.0
N -1.26622 -1.97787 1.43679 0.0 0.0 0.0
C -0.23997 1.75826 -3.84831 0.0 0.0 0.0
C 2.50697 2.72694 -0.81922 0.0 0.0 0.0
C 4.21591 -1.39051 -3.05057 0.0 0.0 0.0
C 4.67973 -0.87686 -4.25047 0.0 0.0 0.0
C 1.75273 3.58759 -0.01543 0.0 0.0 0.0
C -0.94686 -1.80667 -2.23773 0.0 0.1 0.0
C -0.75617 3.77765 -5.04160 0.0 0.0 0.0
C 0.68668 2.45143 -3.06998 0.1 0.1 0.0
C -3.09327 -0.12843 -2.49734 0.0 0.0 0.0
C 2.38723 4.48530 0.82747 0.0 0.0 0.0
C -4.09577 -3.23766 4.95573 0.0 0.0 0.0
C -3.42080 -3.07689 2.65911 0.0 -0.1 0.0
C 0.88809 3.81226 -3.28756 0.0 0.0 0.0
C -4.13413 -4.61961 4.83877 0.0 0.0 0.0
C 1.36178 2.51873 3.79577 0.0 0.0 0.0
C -2.08770 0.11422 -1.55601 0.0 0.0 0.0
C 4.52500 3.64260 0.11869 0.0 0.0 0.0
C -3.82236 -5.23342 3.63155 0.0 0.0 0.1
C -3.73960 -2.45970 3.86378 0.0 0.0 0.0
C -0.95487 2.41938 -4.83273 0.0 0.0 0.0
C 3.29777 1.06307 -3.96497 0.0 0.0 0.0
C -3.46593 -4.46353 2.53665 0.0 0.0 0.0
C -1.90290 -2.10389 -3.18038 0.0 0.0 0.0
C 2.81444 0.57045 -2.75013 0.1 0.0 0.0
C 3.89463 2.75383 -0.74356 0.0 0.0 0.0
C 3.77539 4.50910 0.89874 0.0 0.0 0.0
C 4.22266 0.35102 -4.70879 0.0 0.0 0.0
C -2.99198 -1.23951 -3.30614 0.0 0.0 0.0
C 0.16431 4.47215 -4.27098 0.0 0.0 0.0
C 3.29301 -0.66478 -2.31596 0.0 0.0 0.0
H -1.67075 1.87601 -5.43525 0.0 0.0 0.0
H 0.66724 3.57386 -0.07257 0.0 0.0 0.0
H -4.35048 -2.76454 5.89429 0.0 0.0 0.0
H -3.86305 -6.31049 3.54336 0.0 0.0 0.0
H -1.80533 -2.98434 -3.79801 0.0 0.0 0.0
H 0.32470 5.52908 -4.43642 0.0 0.0 0.0
H -0.39603 0.69635 -3.69035 0.0 0.0 0.0
H 1.79976 5.17439 1.42157 0.0 0.0 0.0
H 4.58444 0.75215 -5.64544 0.0 0.0 0.0
H 4.56286 -2.34472 -2.67987 0.0 0.0 0.0
H 1.60944 4.35692 -2.69236 0.0 0.0 0.0
H -1.31988 4.29468 -5.80666 0.0 0.0 0.0
H 2.93270 2.01520 -4.32900 0.0 0.0 0.0
H 1.53656 2.67574 4.85220 0.0 0.0 0.0
H -3.92821 0.55334 -2.57125 0.0 0.0 0.0
H 5.60516 3.66027 0.17410 0.0 0.0 0.0
H 4.48624 2.08632 -1.35775 0.0 0.0 0.0
H -3.23026 -4.92758 1.58726 0.0 0.0 0.0
H 5.39921 -1.44158 -4.82774 0.0 0.0 0.0
H 4.27100 5.20552 1.56188 0.0 0.0 0.0
H -4.41521 -5.22314 5.69138 0.0 0.0 0.0
H -3.76224 -1.44231 -4.03901 0.0 0.0 0.0
H -3.71326 -1.37981 3.93710 0.0 0.0 0.0
H -0.07332 -2.42998 -2.08800 0.0 0.0 0.0
H 1.48048 3.43840 3.23714 0.0 0.0 0.0
```
Positions in Å, forces in eV/Å.

3.
Formula: C30H25ClN8O3PtS2
Source: OMol25
Level of theory: the ωB97M-V functional and the def2-TZVPD basis

Values from the calculation:
charge = +2
spin multiplicity = 5
gap between HOMO and LUMO (alpha / beta) = 5.548 / 4.524 eV
energy relative to the best compared isomer or geometry (same formula, charge and spin) = 0.0 kJ/mol

```
70
Properties=species:S:1:pos:R:3:forces:R:3
Pt 0.23121 0.54750 0.45186 0.0 -0.3 0.5
Cl -5.09201 5.29750 -0.49833 0.0 0.0 0.0
S 2.54743 0.46044 -1.35420 0.1 -0.1 0.1
S -1.75709 -1.21335 0.41050 -0.1 0.2 -0.1
O -0.77307 1.53222 -0.98555 -0.1 -0.1 0.0
O 3.62954 -0.39541 -1.70580 0.0 0.0 0.1
O 2.57364 1.17983 -0.07165 0.0 0.2 -0.3
N 1.19075 -0.46740 -1.02887 -0.1 0.2 -0.2
N 1.27949 -0.28721 1.96564 0.1 0.1 -0.1
N -1.94811 -3.47918 1.92923 0.1 0.0 0.0
N -0.55726 -1.86251 -1.58456 0.0 0.0 0.0
N 1.81860 4.45492 -5.58580 -0.1 0.0 0.0
N -1.28030 -1.77088 3.06142 0.1 0.0 0.0
N -0.54325 1.62626 1.95741 0.0 0.0 0.0
N 1.09875 -1.38110 -3.17674 0.0 0.0 0.0
C -2.37071 -4.33001 0.81831 0.0 0.0 0.0
C -1.77407 -3.89153 3.23066 0.0 0.0 0.0
C -1.36477 -2.81633 3.94521 0.0 0.1 0.0
C -2.37907 2.85767 -1.94563 0.0 0.0 0.0
C 2.58006 1.29449 -3.92524 0.0 0.0 0.0
C -1.72993 2.37228 -0.77210 0.1 0.1 0.0
C -0.70288 -2.85153 -3.71787 0.0 0.0 0.0
C -1.19288 -2.64893 -2.44944 0.0 0.0 -0.1
C 0.45321 1.57212 5.55914 0.0 0.0 0.0
C -1.55567 2.49865 1.79415 0.0 0.0 0.0
C 2.20264 -1.22306 1.86268 0.0 0.0 0.0
C 2.72400 -1.04552 4.18928 0.0 0.0 0.0
C 0.57350 -1.23630 -1.95861 0.0 -0.1 0.0
C 2.42506 2.23314 -4.91537 0.0 0.0 0.0
C -3.81768 4.19372 -0.63347 0.0 0.0 0.0
C 1.63566 3.83315 -3.27498 0.0 0.0 0.0
C 1.79067 2.89133 -2.28604 -0.1 0.0 0.0
C 2.95058 -1.63327 2.97469 0.0 0.0 0.0
C 1.04352 0.33859 3.16097 0.0 0.0 0.0
C -3.19174 3.75261 0.55273 0.0 0.0 0.0
C 0.04265 1.35458 3.18073 0.0 0.0 0.1
C 1.95447 3.52480 -4.61125 0.0 0.0 0.0
C 1.74436 -0.03364 4.32130 0.0 0.0 0.0
C 2.24826 1.61310 -2.60585 0.1 0.0 -0.1
C -3.41045 3.75108 -1.90039 0.0 0.0 0.0
C -0.24629 1.94945 4.39951 0.0 0.0 0.0
C 1.43108 0.61248 5.53970 0.0 0.0 0.0
C -2.14156 2.84962 0.54578 -0.1 0.0 0.0
C 0.47489 -2.17597 -4.02852 0.0 0.0 0.0
C -1.63710 -2.17567 1.83144 0.0 0.0 0.0
H 1.58028 5.40365 -5.36315 0.0 0.0 0.0
H -0.98534 2.73343 4.47578 0.0 0.0 0.0
H -1.20621 -3.48966 -4.42738 0.0 0.0 0.0
H -1.96141 2.98252 2.67150 0.0 0.0 0.0
H -1.96520 -4.90477 3.53730 0.0 0.0 0.0
H 1.30018 4.83114 -3.02203 0.0 0.0 0.0
H 0.21170 2.07199 6.48751 0.0 0.0 0.0
H -3.90152 4.11267 -2.79105 0.0 0.0 0.0
H 1.58605 3.15115 -1.25612 0.0 0.0 0.0
H -2.11036 -3.11169 -2.10525 0.0 0.0 0.0
H -2.79555 -5.24085 1.22844 0.0 0.0 0.0
H 0.92966 -2.27506 -5.00777 0.0 0.0 0.0
H 1.97344 0.34605 6.43660 0.0 0.0 0.0
H 2.97229 0.31480 -4.15616 0.0 0.0 0.0
H -1.51576 -4.57279 0.19050 0.0 0.0 0.0
H 3.70354 -2.39695 2.84615 0.0 0.0 0.0
H -0.99420 -0.82521 3.28593 0.0 0.0 0.0
H -2.00268 2.47596 -2.88604 0.0 0.0 0.0
H 2.12911 4.26575 -6.52119 0.0 0.0 0.0
H -1.14555 -2.70671 4.99230 0.0 0.0 0.0
H -3.55222 4.15728 1.48917 0.0 0.0 0.0
H 2.69325 1.98916 -5.93534 0.0 0.0 0.0
H 2.36125 -1.64201 0.87838 0.0 0.0 0.0
H 3.29666 -1.34075 5.05977 0.0 0.0 0.0
H -3.12953 -3.80780 0.23969 0.0 0.0 0.0
```
Positions in Å, forces in eV/Å.

Among the records above, which one has the lowest charge?
C30H25Cl5N5O5RuS

Which value of energy relative to the best compared isomer or geometry (same formula, charge and spin) does entry 2 give?
0.0 kJ/mol

The highest charge belongs to which entry?
C30H25ClN8O3PtS2

Among the records above, which one has the highest charge?
C30H25ClN8O3PtS2